# 1
Below is a structure of composition C17H43AlB3Cl3CsF10N5Na2O18PS3, with properties calculated with ωB97M-V/def2-TZVPD.

## Properties
- Net charge: +1

CARTESIAN COORDINATES (ANGSTROEM)
N  4.1322  1.0549  1.2969
C  3.4131  1.7015  0.2017
N  4.3963  1.8003  -0.9128
N  2.9681  3.0779  0.4821
C  2.2880  0.7910  -0.2735
B  0.9626  0.7722  0.5891
O  0.2059  -0.3675  0.7309
B  -1.0860  -0.1391  0.2416
O  -1.6141  1.1436  0.3022
B  -0.7167  2.1824  0.3876
C  -0.8441  3.5517  -0.3689
P  -2.3580  4.5095  -0.1519
O  -2.3028  5.6092  -1.1362
O  -3.6268  3.5943  -0.3074
O  -2.4306  5.0469  1.3381
O  0.4362  1.9220  1.1458
H  3.7180  1.2973  2.1884
H  5.1007  1.3532  1.3297
H  5.0244  2.5671  -0.7385
H  3.8263  2.0647  -1.7057
H  2.5611  3.0424  1.4101
H  3.7443  3.7328  0.5467
H  1.9764  1.1470  -1.2663
H  2.6932  -0.2055  -0.4146
H  -1.6840  -1.0116  -0.2789
H  -0.0184  4.1651  -0.0191
H  -0.6806  3.3666  -1.4285
H  -3.7775  3.3912  -1.2462
H  -1.6542  5.6031  1.4934
Cs  5.6566  3.1169  -2.1689
F  -2.3240  -1.0648  -2.6853
Al  -4.0379  -0.8329  -2.7389
F  -4.2966  0.8315  -2.5428
F  -4.7462  -1.7068  -1.5276
F  -4.5793  -1.3008  -4.2567
C  -6.6875  -4.6457  -0.2154
F  -6.6649  -3.3484  0.0287
F  -7.2645  -5.2804  0.8030
F  -7.3889  -4.8805  -1.3201
S  -4.9609  -5.2534  -0.4165
O  -4.2924  -4.9848  0.8302
O  -4.4102  -4.5240  -1.5441
N  -5.2644  -6.7702  -0.7050
S  -3.9969  -7.6736  -0.9596
O  -3.1404  -7.8666  0.1784
O  -3.2953  -7.4005  -2.1976
C  -4.8520  -9.2820  -1.2206
F  -5.6801  -9.2096  -2.2585
F  -5.5495  -9.6139  -0.1407
F  -3.9376  -10.2182  -1.4574
C  0.2077  7.9331  0.3405
Cl  0.0357  8.9938  1.7240
Cl  1.2915  8.6180  -0.8644
Cl  0.8011  6.3306  0.8545
H  -0.7653  7.7818  -0.1152
C  -3.4370  1.8690  -6.0161
C  -3.3955  3.1727  -6.7878
O  -3.6287  4.1847  -5.7875
S  -3.0234  3.7546  -4.4053
O  -1.7168  4.3246  -4.2472
O  -4.0197  3.8556  -3.4168
O  -2.7772  2.1923  -4.7559
H  -4.4514  1.5470  -5.7852
H  -2.9115  1.0605  -6.5156
H  -4.1594  3.2352  -7.5555
H  -2.4158  3.3541  -7.2353
Na  -0.5156  1.9590  -4.2730
C  5.7322  -3.6354  4.8262
O  6.9612  -3.1535  5.3349
C  8.1261  -3.7145  4.7263
C  8.8416  -2.6890  3.8787
N  8.1023  -2.3472  2.6622
C  8.6238  -1.1560  1.9926
C  8.5761  0.1364  2.7967
O  7.2664  0.6380  3.0265
C  6.5574  0.0159  4.0884
H  4.9451  -3.2906  5.4942
H  5.5239  -3.2521  3.8208
H  5.7158  -4.7274  4.8003
H  7.8794  -4.6122  4.1540
H  8.7934  -4.0089  5.5390
H  9.8190  -3.0815  3.5859
H  9.0080  -1.8181  4.5240
H  7.1324  -2.1839  2.8914
H  8.0443  -1.0055  1.0765
H  9.6551  -1.3508  1.6835
H  9.0820  0.9166  2.2205
H  9.1360  0.0456  3.7316
H  7.2161  -0.3206  4.8869
H  5.9706  -0.8307  3.7197
H  5.8542  0.7447  4.4956
Na  -2.2222  -4.9400  -1.3842
C  -8.3183  1.7817  -2.9409
C  -8.2475  0.6005  -1.9817
C  -9.1880  0.7933  -0.8006
O  -6.9141  0.4185  -1.5295
H  -8.0115  2.7006  -2.4326
H  -7.6385  1.6258  -3.7796
H  -9.3283  1.9227  -3.3295
H  -8.5099  -0.3165  -2.5113
H  -8.9061  1.6860  -0.2345
H  -9.1246  -0.0589  -0.1245
H  -10.2235  0.9045  -1.1263
H  -6.6420  1.2117  -1.0569
O  7.9398  -0.8327  7.0455
H  7.4201  -1.5448  6.6402
H  7.2935  -0.2936  7.5110

=====

# 2
Below is a cluster of 3 separate species, C17H43BClF3N2O6P in total, with properties calculated with ωB97M-V/def2-TZVPD.

## Properties
- Net charge: -1

CARTESIAN COORDINATES (ANGSTROEM)
C  2.3320  1.2678  0.1924
O  2.1182  0.2775  -0.7937
B  2.2027  -1.0593  -0.4537
O  3.1717  -1.3912  0.4708
P  0.9950  -2.3873  -1.3199
C  -0.5587  -1.2287  -1.0415
C  -1.8817  -1.9641  -1.0387
C  -2.7916  -1.6139  0.1205
Cl  -2.8311  -1.6272  -2.5853
C  0.6655  -3.3238  0.4631
F  1.8093  -3.8427  1.0312
F  -0.1782  -4.3989  0.3753
F  0.1241  -2.5485  1.4666
H  1.4883  1.3190  0.8872
H  2.4114  2.2327  -0.3087
H  3.2535  1.0973  0.7541
H  3.3146  -2.3448  0.4499
H  0.0998  -3.3799  -1.9293
H  2.1315  -3.3478  -1.4765
H  1.2883  -1.8004  -2.6433
H  -0.4717  -0.6327  -0.1273
H  -0.5148  -0.5275  -1.8743
H  -1.7264  -3.0429  -1.1024
H  -2.2501  -1.8070  1.0491
H  -3.0356  -0.5508  0.0811
H  -3.7189  -2.1832  0.0991
C  -5.4979  -1.0118  2.6860
O  -5.8709  -1.3367  1.3667
C  -6.6930  -2.4845  1.2317
C  -8.0795  -2.1005  0.7640
N  -8.7959  -1.3607  1.7925
C  -10.0503  -0.7645  1.3569
C  -10.0002  0.2932  0.2587
O  -9.3700  1.4996  0.6440
C  -7.9607  1.5256  0.5036
H  -4.7282  -0.2449  2.6182
H  -6.3361  -0.6230  3.2783
H  -5.0793  -1.8784  3.2080
H  -6.7394  -3.0366  2.1762
H  -6.2364  -3.1339  0.4795
H  -8.6401  -3.0107  0.5262
H  -7.9602  -1.5345  -0.1700
H  -8.1903  -0.6335  2.1514
H  -10.5236  -0.3094  2.2309
H  -10.7141  -1.5692  1.0198
H  -11.0319  0.5591  0.0128
H  -9.5397  -0.0927  -0.6590
H  -7.6290  0.9150  -0.3409
H  -7.4443  1.1774  1.4023
H  -7.6704  2.5602  0.3235
C  10.1202  2.0045  0.6656
O  9.8155  2.7305  -0.5045
C  9.6332  1.9327  -1.6689
C  8.1888  1.9234  -2.1178
N  7.3512  1.2023  -1.1774
C  5.9163  1.2818  -1.4366
C  5.2553  2.6534  -1.3751
O  5.2187  3.2261  -0.0783
C  6.3683  3.9448  0.3051
H  10.3878  2.7300  1.4324
H  9.2733  1.4094  1.0243
H  10.9688  1.3300  0.5077
H  9.9769  0.9099  -1.4837
H  10.2511  2.3633  -2.4620
H  8.1338  1.4243  -3.0913
H  7.8793  2.9684  -2.2690
H  7.5373  1.5386  -0.2416
H  5.4090  0.6356  -0.7169
H  5.7201  0.8565  -2.4261
H  4.2150  2.5105  -1.6732
H  5.6999  3.3692  -2.0792
H  6.8457  4.4304  -0.5528
H  7.1145  3.3145  0.8003
H  6.0547  4.7136  1.0122

=====

no.,HOMO-LUMO gap (eV)
1,5.4768
2,5.9348